1.
Below is a 11-piece molecular cluster, C44H88O22S11 overall in a non-equilibrium geometry, with properties calculated with wB97M-V/def2-TZVPD.

Cartesian coordinates (Å):
O -33.207695 4.474993 -4.209357
S -32.067213 5.067812 -3.477239
O -32.033945 5.144744 -1.994938
C -30.491454 4.263913 -4.138383
C -29.584855 5.558043 -4.420163
C -30.524056 6.629633 -5.008504
C -31.753942 6.706088 -4.099856
H -30.672993 3.722211 -5.066669
H -30.024051 3.603959 -3.407567
H -29.032210 5.941271 -3.562355
H -28.832599 5.453630 -5.202024
H -30.881926 6.295987 -5.982520
H -30.078875 7.623596 -4.964153
H -32.605668 7.044780 -4.689727
H -31.630565 7.473106 -3.335288
O -34.586217 -1.165871 -6.563103
S -34.083204 0.163729 -6.642780
O -34.982299 1.260154 -7.013568
C -33.186946 0.556594 -5.022908
C -31.750285 0.984681 -5.433821
C -31.708949 1.342563 -6.884725
C -32.480807 0.286324 -7.640926
H -32.911298 -0.402568 -4.584584
H -33.773319 1.167362 -4.336448
H -31.616548 1.787132 -4.708360
H -31.076331 0.131962 -5.351601
H -30.711935 1.501638 -7.295503
H -32.145037 2.341269 -6.907279
H -31.970725 -0.676937 -7.635224
H -32.704470 0.450512 -8.695019
O -19.492201 -0.814669 -1.793180
S -20.412624 -1.424386 -2.764371
O -20.962064 -2.782470 -2.594504
C -21.754512 -0.165408 -3.132852
C -21.402002 0.441465 -4.499673
C -20.665787 -0.586726 -5.341834
C -19.635486 -1.227075 -4.455176
H -21.811599 0.474913 -2.252608
H -22.686496 -0.693415 -3.334637
H -22.364927 0.823105 -4.839124
H -20.719612 1.283929 -4.386969
H -20.192688 -0.041859 -6.158767
H -21.302428 -1.415150 -5.652475
H -18.785136 -0.568949 -4.276646
H -19.213508 -2.199340 -4.709619
O -30.986952 -2.694568 -0.105167
S -30.410839 -1.637696 -0.991759
O -31.204615 -1.197351 -2.128696
C -29.725087 -0.288481 0.036874
C -28.270862 -0.032868 -0.429673
C -27.794641 -1.421004 -0.641939
C -28.788328 -2.188763 -1.574058
H -29.741828 -0.658665 1.061956
H -30.340519 0.610814 0.061560
H -28.230522 0.490330 -1.385044
H -27.674975 0.378585 0.385010
H -27.660849 -1.875829 0.339557
H -26.760482 -1.461768 -0.983912
H -28.761134 -3.277533 -1.618154
H -28.818684 -1.711848 -2.553715
O -24.148428 1.776169 -9.080751
S -22.800973 1.483182 -8.591057
O -22.207618 1.930460 -7.295818
C -22.503690 -0.287888 -8.789307
C -20.977359 -0.405815 -9.103380
C -20.752690 0.674840 -10.121209
C -21.544819 1.982291 -9.818021
H -23.078059 -0.513267 -9.687868
H -22.811387 -0.816820 -7.887284
H -20.486890 -0.007660 -8.215124
H -20.705880 -1.444813 -9.290191
H -21.054338 0.314121 -11.104568
H -19.734181 1.004487 -10.326316
H -22.035244 2.264996 -10.749498
H -21.065310 2.748038 -9.208263
O -24.494958 -7.313628 -3.304943
S -25.264765 -6.220443 -2.667290
O -26.176799 -6.472733 -1.529910
C -24.048613 -4.885501 -2.168680
C -24.592549 -3.623447 -2.686469
C -25.100178 -3.905649 -4.071359
C -25.978913 -5.128233 -3.999961
H -23.184821 -5.111022 -2.794050
H -23.772187 -4.999004 -1.120436
H -25.408753 -3.280427 -2.050664
H -23.885692 -2.793789 -2.676549
H -24.329705 -3.938099 -4.841695
H -25.585537 -2.960438 -4.314430
H -26.226727 -5.592031 -4.954736
H -26.911269 -4.736223 -3.593590
O -24.134487 -1.805414 0.868780
S -24.365869 -0.392104 0.618940
O -25.075380 0.122011 -0.599154
C -25.139357 0.403213 2.012251
C -23.958959 0.687981 2.979964
C -22.788834 1.236059 2.177786
C -22.718138 0.494198 0.801429
H -25.916783 -0.254205 2.401513
H -25.573110 1.331476 1.640374
H -24.252056 1.291709 3.838862
H -23.518350 -0.231547 3.365225
H -21.920456 1.142394 2.829902
H -22.717126 2.296673 1.936859
H -21.859926 -0.167096 0.681976
H -22.640474 1.319707 0.093902
O -21.825524 5.303460 -7.950996
S -22.425220 5.279761 -6.616552
O -23.847825 5.183443 -6.319350
C -21.556771 4.133587 -5.415195
C -21.205758 4.979296 -4.151235
C -21.681029 6.420756 -4.362012
C -21.821783 6.764712 -5.836729
H -20.690829 3.740387 -5.947771
H -22.259969 3.332578 -5.187152
H -21.750809 4.560332 -3.305371
H -20.213858 4.896281 -3.707002
H -21.021153 7.148663 -3.889961
H -22.614746 6.542758 -3.813026
H -20.831033 6.985208 -6.234082
H -22.455957 7.608917 -6.107338
O -28.350366 5.990873 -7.569951
S -28.381140 4.658359 -8.231244
O -29.230587 3.572283 -7.728869
C -28.643012 4.922110 -10.045474
C -27.474886 4.423863 -10.783455
C -26.241326 4.498308 -9.880905
C -26.670872 4.045791 -8.447694
H -28.716918 6.009362 -10.068342
H -29.544676 4.353075 -10.271981
H -27.547811 3.365594 -11.034118
H -27.431578 5.089367 -11.645610
H -26.013064 5.558500 -9.771352
H -25.475573 3.836494 -10.285535
H -25.966502 4.397944 -7.694060
H -26.748406 2.964575 -8.562002
O -24.846866 -0.133852 -4.929263
S -25.178917 1.195764 -4.527953
O -24.175701 2.052951 -3.942359
C -25.833547 2.016433 -5.936999
C -27.371910 2.146144 -5.739097
C -27.868923 1.133276 -4.655621
C -26.791599 1.144682 -3.555762
H -25.513519 1.477237 -6.828592
H -25.347520 2.989320 -6.010186
H -27.625057 3.118064 -5.315552
H -27.827833 2.063761 -6.725721
H -27.941752 0.151510 -5.123522
H -28.838558 1.456575 -4.276967
H -26.866192 0.389176 -2.773620
H -26.822721 2.165448 -3.174756
O -25.269942 7.151359 -2.547650
S -25.780460 5.990636 -1.886401
O -27.157592 5.460734 -1.874592
C -24.718553 4.503207 -2.288726
C -24.850603 3.613260 -0.988140
C -24.672114 4.559834 0.208888
C -25.126090 5.978794 -0.140249
H -23.713543 4.802261 -2.586431
H -25.218363 4.197425 -3.207853
H -25.743600 3.014926 -0.807447
H -24.182986 2.761472 -1.117895
H -23.641903 4.630726 0.557819
H -25.289064 4.275686 1.061382
H -24.344900 6.737785 -0.098109
H -25.885171 6.348662 0.549017

Forces on atoms 1 to 3 (eV/Å):
O 1.55 0.74 1.28
S -0.39 -1.15 0.84
O -0.12 -0.51 -2.44

Results
Largest force on an atom, eV/A: 4.33
LUMO energy, eV: -0.21
Molecular weight, g/mol: 1321.90
Orbital gap, eV: 9.32
Highest occupied orbital energy, Eh: -0.3502

***

2.
Below is a 2-piece molecular cluster, C2H5N7O4 overall in a non-equilibrium geometry, with properties calculated with wB97M-V/def2-TZVPD.

Cartesian coordinates (Å):
C -0.182112 0.885355 -0.206229
C 0.312904 0.456355 -1.395481
N -0.742370 -1.878783 1.228090
N -0.350778 -1.995994 2.280311
N -0.274117 -1.952627 3.468399
N -1.548640 0.871637 0.005867
N -0.594156 -0.234421 -2.181857
N 0.584304 1.362909 0.900008
N 1.612179 0.567000 -1.905498
O 0.226593 2.334813 1.486932
O 2.433656 1.155845 -1.207768
O 1.540837 0.711274 1.173740
O 1.857385 0.156395 -3.022374
H 0.399661 -2.406562 4.050348
H -1.868778 1.051887 0.864002
H -2.100349 0.479682 -0.681468
H -0.231116 -0.586018 -3.128707
H -1.075103 -0.978747 -1.728314

Forces on atoms 1 to 3 (eV/Å):
C -1.56 0.03 -1.44
C -1.63 -1.22 0.61
N 0.84 -0.29 -0.12

Results
Largest force on an atom, eV/A: 4.50
LUMO energy, eV: -1.02
Molecular weight, g/mol: 191.11
Orbital gap, eV: 7.80
Highest occupied orbital energy, Eh: -0.3241

***

3.
Below is a 6-piece molecular cluster, C10H20F2N2O10 overall in a non-equilibrium geometry, with properties calculated with wB97M-V/def2-TZVPD.

Cartesian coordinates (Å):
N 0.616067 2.768563 0.003215
H 1.156368 2.706045 0.866318
H 0.347349 3.744387 -0.108529
H -0.185532 2.143498 0.013690
H 1.277166 2.529331 -0.779185
N -1.427210 -0.238622 -1.220279
H -1.950488 -0.781920 -1.904319
H -2.011149 0.355721 -0.572231
H -0.768006 0.388714 -1.752521
H -0.923049 -0.945645 -0.681303
C -3.813671 2.698480 1.792755
C -3.121794 1.595710 1.001232
O -1.971887 1.851908 0.447102
O -3.770211 0.539207 0.750274
H -4.856285 2.762233 1.480199
H -3.421757 3.709890 1.692294
H -3.818486 2.454150 2.858702
C 1.871204 0.909451 -4.282561
C 1.539766 1.539950 -2.939438
O 0.325933 1.428237 -2.543572
O 2.454055 2.059772 -2.240939
H 2.367232 1.615442 -4.947709
H 1.030208 0.438065 -4.777841
H 2.606989 0.137070 -4.034301
C 3.552221 -2.517191 0.008909
C 3.104730 -1.729525 -1.239763
O 1.745392 -1.982027 -1.314018
C 1.412629 -3.039284 -0.518328
O 0.295887 -3.423422 -0.455088
O 2.490107 -3.478266 0.130628
F 3.762778 -2.280218 -2.315444
H 3.457386 -1.875623 0.886428
H 4.535723 -2.951626 -0.099185
H 3.306864 -0.665326 -1.145179
C -1.877369 -1.855506 2.614776
C -1.293531 -1.018503 3.750680
O -0.127715 -0.550148 3.148461
C -0.040251 -0.709779 1.834316
O 0.738199 -0.260817 1.071118
O -1.059569 -1.600800 1.467448
F -0.837787 -1.720177 4.823219
H -2.920438 -1.596219 2.449818
H -1.802286 -2.930686 2.779887
H -1.995780 -0.224493 4.000266

Forces on atoms 1 to 3 (eV/Å):
N 1.69 0.60 -0.09
H -0.30 -0.23 0.03
H -0.39 -0.24 -0.10

Results
Largest force on an atom, eV/A: 3.70
LUMO energy, eV: 0.29
Molecular weight, g/mol: 366.27
Orbital gap, eV: 9.38
Highest occupied orbital energy, Eh: -0.3338